C38H58F6O23 | ωB97M-V with the def2-TZVPD basis set

Cartesian coordinates (Å):
O -7.2096 1.5898 1.7195
C -6.1115 1.9991 1.5510
O -4.9960 1.2903 1.9323
C -3.8735 2.1549 1.6798
C -4.3515 3.3701 0.9193
F -3.9464 3.1770 -0.3346
O -5.8005 3.1463 0.9417
H -3.4741 2.4468 2.6764
H -3.1512 1.6202 1.1151
H -4.1912 4.3353 1.4787
O 3.9997 1.6805 -0.5587
C 3.5863 0.9962 -1.4474
O 3.0114 1.3293 -2.6099
C 2.9030 0.2042 -3.4667
C 3.2867 -1.0103 -2.5977
F 4.4656 -1.6627 -3.0184
O 3.5784 -0.3559 -1.3910
H 1.9068 0.1320 -3.8727
H 3.7557 0.3271 -4.1877
H 2.6255 -1.9329 -2.5043
O -1.8383 5.4388 1.4090
C -0.7314 5.0303 1.5412
O -0.3628 3.8021 1.2277
C 1.0665 3.7241 1.1353
C 1.5032 4.8711 2.0454
F 2.4654 5.5560 1.3578
O 0.3050 5.6604 2.1210
H 1.4765 2.7994 1.4802
H 1.5414 3.9201 0.1619
H 1.9631 4.7098 3.0044
O -3.2164 -3.7913 -1.7357
C -2.5819 -4.2492 -0.8202
O -3.1182 -4.6991 0.3276
C -2.0936 -5.1043 1.2099
C -0.9877 -5.3892 0.2288
F -1.1427 -6.6045 -0.3367
O -1.2382 -4.4375 -0.7997
H -1.8215 -4.2135 1.7967
H -2.3635 -6.0340 1.7543
H -0.0206 -5.2625 0.6304
O -2.7733 -1.3204 2.1961
C -3.6156 -1.4463 1.3958
O -4.7268 -2.2220 1.5760
C -5.7648 -1.7974 0.6582
C -4.8743 -1.1944 -0.4619
F -5.4614 -0.0385 -0.9555
O -3.6173 -0.9181 0.2022
H -6.3864 -2.5731 0.3350
H -6.3010 -1.0335 1.2132
H -4.7076 -1.8899 -1.3303
O 3.3731 2.7995 2.9443
C 4.1342 2.0323 2.4443
O 5.4604 2.2250 2.4396
C 6.1210 1.1274 1.7528
C 5.0359 0.0342 1.7498
F 5.2326 -0.8325 2.8229
O 3.9003 0.8008 1.9799
H 6.2593 1.5098 0.7936
H 7.0093 0.7630 2.3229
H 4.8815 -0.3707 0.7741
C -1.3773 -1.9914 -4.8571
C -2.0968 -0.8162 -4.0822
C -1.3104 -0.7729 -2.7537
O 0.0587 -1.0203 -3.1267
C 0.0566 -1.7939 -4.3769
H -1.4721 -1.9145 -5.9419
H -1.7208 -2.9668 -4.4960
H -3.1611 -0.9110 -3.9052
H -1.9731 0.1291 -4.5404
H -1.6594 -1.6106 -2.1035
H -1.4255 0.2459 -2.3445
H 0.5908 -2.7837 -4.3024
H 0.6140 -1.1501 -5.0635
C 3.5357 -5.8381 -1.6755
C 2.4094 -6.2179 -2.6109
C 1.6465 -4.8945 -2.6973
O 2.6912 -3.9158 -2.6904
C 3.8795 -4.4682 -2.2583
H 4.4317 -6.4676 -1.7437
H 3.2658 -5.8938 -0.6438
H 1.8581 -6.9125 -2.0469
H 2.7440 -6.6419 -3.5682
H 0.9535 -4.7802 -1.8479
H 1.1665 -4.7491 -3.5956
H 4.4549 -3.8521 -1.5641
H 4.6100 -4.6798 -3.1052
C 0.5295 -1.0285 1.9964
C 0.8570 -0.9684 0.4537
C 1.0687 -2.4609 0.0592
O 0.7079 -3.1806 1.2289
C 1.1634 -2.3783 2.2817
H -0.4484 -1.0221 2.3947
H 1.1428 -0.3107 2.6006
H 1.7161 -0.2243 0.3859
H 0.0552 -0.6337 -0.2093
H 2.1562 -2.6426 -0.0989
H 0.5253 -2.8433 -0.7820
H 2.2803 -2.2692 2.2400
H 0.8068 -3.0307 3.0566
C -1.0089 4.6970 -3.2719
C -0.5776 4.3879 -1.8193
C -0.5449 2.8425 -1.8411
O -0.7479 2.3889 -3.1819
C -0.3736 3.4819 -3.9789
H -0.5138 5.6212 -3.6165
H -2.0337 4.6582 -3.4625
H -1.2120 4.7460 -1.0244
H 0.4021 4.7955 -1.6378
H -1.3031 2.4118 -1.2179
H 0.3609 2.3817 -1.5270
H -0.7988 3.3482 -4.9583
H 0.7647 3.5081 -4.1020
C 0.1340 3.4051 6.3919
C -0.3863 2.2501 5.5407
C -1.2741 3.0153 4.5348
O -0.5543 4.2903 4.3331
C -0.1595 4.6889 5.6435
H 1.2041 3.3954 6.6052
H -0.4249 3.4235 7.3585
H -0.8972 1.4604 6.0042
H 0.5024 1.8016 4.9645
H -2.2948 3.3108 4.8351
H -1.4045 2.4889 3.5705
H -0.9032 5.2819 6.1292
H 0.7165 5.3610 5.4460

Cartesian forces (eV/Å) of the 2 atoms listed first:
-0.5 0.0 0.0
0.3 -1.1 0.0

Computed properties:
HOMO	-0.355	Eh
SMILES string	O=C1OC[C@@H](F)O1.O=C1OC[C@@H](F)O1.O=C1OC[C@@H](F)O1.O=C1OC[C@@H](F)O1.O=C1OC[C@@H](F)O1.O=C1OC[C@@H](F)O1.C1CCOC1.C1CCOC1.C1CCOC1.C1CCOC1.C1CCOC1
multiplicity	1
gap between HOMO and LUMO	10.12	eV
net charge	0
relative energy (zero: lowest compared OMol25 entry of this formula, charge and spin)	0.0	kcal per mole
LUMO level	0.4644	eV

Löwdin atomic charge list, values in e, 99 entries: O 0.17; C -0.57; O 0.05; C -0.06; C -0.27; F 0.10; O 0.13; H 0.13; H 0.12; H 0.18; O 0.18; C -0.52; O 0.08; C -0.03; C -0.24; F 0.01; O 0.09; H 0.11; H 0.16; H 0.15; O 0.16; C -0.61; O 0.06; C -0.04; C -0.27; F 0.05; O 0.13; H 0.11; H 0.14; H 0.14; O 0.15; C -0.52; O 0.08; C -0.04; C -0.32; F 0.09; O 0.10; H 0.15; H 0.16; H 0.14; O 0.18; C -0.63; O 0.05; C 0.00; C -0.22; F 0.05; O 0.13; H 0.12; H 0.13; H 0.16; O 0.16; C -0.56; O 0.08; C -0.01; C -0.27; F 0.05; O 0.09; H 0.11; H 0.16; H 0.14; C -0.13; C -0.13; C -0.19; O -0.18; C -0.18; H 0.11; H 0.11; H 0.11; H 0.09; H 0.11; H 0.11; H 0.11; H 0.11; C -0.16; C -0.14; C -0.15; O -0.17; C -0.25; H 0.12; H 0.10; H 0.09; H 0.13; H 0.11; H 0.09; H 0.12; H 0.14; C -0.12; C -0.09; C -0.18; O -0.18; C -0.21; H 0.07; H 0.11; H 0.11; H 0.09; H 0.12; H 0.09; H 0.13; H 0.12